Density functional theory data (the ωB97M-V functional and the def2-TZVPD basis) for a molecular structure, C3H7FO2Pm.

Cartesian coordinates (Å):
O 0.5442 1.4746 0.9872
Pm 2.5435 0.4791 0.3912
F 4.4902 -0.0827 -0.0687
C -0.0016 -1.4830 -1.2033
O 0.1201 -0.5891 -0.0980
C -0.8329 0.4596 -0.0372
C -0.9183 1.1136 1.3052
H 0.3284 -2.4683 -0.8623
H -1.0535 -1.5411 -1.5137
H 0.6017 -1.1273 -2.0487
H -0.7924 0.5214 2.2430
H -1.7701 0.0333 -0.4178
H -1.3895 1.5938 -0.2112
H -1.8698 1.6162 1.5343

Atomic forces in eV per Å
O -1.8 2.1 1.2
Pm 1.6 -1.1 -0.7
F -2.5 0.7 0.6
C -0.4 -0.7 -1.0
O 1.8 1.8 -0.1
C -4.1 0.9 1.8
C 2.4 -4.2 1.9
H 0.0 0.2 -0.1
H 0.3 -0.1 0.0
H -0.2 -0.2 0.1
H 0.1 0.1 -0.5
H -0.5 -0.2 0.5
H 2.8 -0.8 -2.9
H 0.5 1.5 -0.7

DFT total energy = -976.3525 hartree
Spin multiplicity = 6
M = 239.09 g/mol
Charge = +2
HOMO energy (spin up / spin down) = -19.0 / -18.8 eV


Density functional theory data (the ωB97M-V functional and the def2-TZVPD basis) for C11H8I2N2O5S in the gas phase.

Cartesian coordinates (Å):
C 3.4492 -0.8113 -1.4926
C 2.5746 0.0838 -0.6700
I 3.0459 2.1056 -0.9935
C 1.6126 -0.3026 0.1640
I 1.2756 -2.3736 0.4035
C 0.7200 0.5687 1.0251
O 1.3988 1.5936 1.7213
N 2.6837 1.1159 2.2548
O 2.9027 1.6373 3.2527
O 0.0806 -0.2094 2.0487
C -0.7581 0.7120 2.6628
O -1.0388 0.7107 3.8148
O -1.1609 1.6036 1.7359
C -0.5887 1.1978 0.4606
S -0.4405 2.6146 -0.6217
C -1.5589 0.1781 -0.1421
C -1.1973 -0.5424 -1.2733
C -2.0872 -1.4429 -1.8257
C -3.3159 -1.5995 -1.2053
C -3.5778 -0.8424 -0.0747
N -2.7351 0.0399 0.4511
H 3.0926 -0.8579 -2.5221
H 3.5444 -1.8007 -1.0587
H 4.4471 -0.3770 -1.5406
H -1.7281 2.6332 -0.9836
H -0.2352 -0.3700 -1.7350
H -1.8288 -2.0019 -2.7134
H -4.0489 -2.3016 -1.5744
H -4.5274 -0.9615 0.4312

Atomic forces in eV per Å
C 0.4 0.3 0.1
C -0.2 0.1 0.0
I 0.1 0.0 0.0
C -0.1 -0.3 0.0
I 0.0 0.0 0.0
C -0.2 -0.2 0.2
O 0.0 0.2 -0.5
N 0.0 -0.4 0.2
O 0.1 0.3 -0.1
O 0.4 0.4 0.4
C -0.2 -0.1 0.3
O 0.0 -0.1 -0.6
O 0.2 -0.1 0.0
C -0.8 0.3 0.6
S 0.4 0.3 -0.1
C 0.2 -0.3 -0.3
C 0.2 0.2 -0.3
C -0.1 0.1 0.2
C 0.1 0.0 0.0
C -0.3 -0.2 -0.1
N 0.2 -0.1 0.0
H -0.1 -0.2 0.0
H -0.2 -0.1 -0.1
H 0.0 0.0 0.0
H -0.1 -0.1 0.1
H 0.0 0.0 0.0
H 0.0 0.0 0.0
H -0.1 0.0 0.0
H 0.0 0.1 0.1

SMILES = C/C(I)=C(\I)[C@]1(ON=O)OC(=O)O[C@]1(S)c1ccccn1
DFT total energy = -1903.1423 hartree
M = 534.07 g/mol
HOMO energy = -9.2 eV


Density functional theory data (the ωB97M-V functional and the def2-TZVPD basis) for 2 unconnected molecules or ions with the total composition C4H12S2.

Cartesian coordinates (Å):
C -1.1265 1.1628 -1.4122
C -1.6207 0.0578 -0.5391
S -3.4795 -0.0527 -0.4799
H -1.5669 0.9721 -2.4254
H -1.5485 2.0236 -0.9419
H -0.0120 1.2205 -1.5226
H -1.3355 0.2424 0.5189
H -1.2669 -0.9536 -0.8915
H -3.8204 1.2320 -0.0835
C 1.2484 -1.7764 1.5123
S 2.9084 -0.9473 1.2683
C 2.3050 0.4623 0.1956
H 1.2067 -2.0990 2.5905
H 0.4397 -1.1235 1.3171
H 1.2340 -2.7402 0.9010
H 1.5165 0.9405 0.7458
H 1.7287 0.2511 -0.7347
H 3.1895 1.1275 -0.0186

Atomic forces in eV per Å
C 0.2 -0.7 -1.5
C -0.2 -1.1 1.1
S 0.2 0.5 -0.1
H 0.4 0.7 0.7
H 0.1 1.2 -0.3
H -1.0 0.0 0.3
H 0.2 -0.5 -0.7
H -0.5 0.9 0.6
H 0.6 -0.9 -0.3
C 2.1 -2.3 0.8
S -1.6 0.5 -1.0
C 0.5 -0.2 -0.3
H 0.0 0.4 -1.0
H -0.7 0.6 -0.4
H -0.3 1.5 0.6
H 0.1 0.8 0.8
H 1.1 -0.7 0.3
H -1.1 -0.6 0.3

SMILES = CCS.CSC
DFT total energy = -955.9278 hartree
M = 124.27 g/mol
HOMO energy = -8.6 eV


Density functional theory data (the ωB97M-V functional and the def2-TZVPD basis) for a molecular structure, C23H30F5KN3O4PS.

Cartesian coordinates (Å):
K -0.8356 1.7782 0.0263
O 2.5339 7.1972 -0.2929
C 3.4899 6.3070 -0.2738
O 4.6680 6.6001 -0.1871
C 3.0894 4.8754 -0.3889
C 4.0085 3.8483 -0.3563
N 3.3203 2.7075 -0.4986
N 1.9999 2.9135 -0.6274
C 1.8397 4.2290 -0.5655
C 0.4358 4.8067 -0.6531
O 0.3656 6.0622 -0.5800
O -0.4794 4.0020 -0.7880
H 1.5880 6.7334 -0.3546
H 5.0714 3.8786 -0.2368
H 3.6632 1.7585 -0.4789
F -7.2886 1.8148 2.8241
C -5.9343 1.9156 2.9074
C -5.1587 2.0563 1.7652
F -5.7560 2.0957 0.5539
C -3.7862 2.1604 1.8780
F -3.1081 2.3024 0.7194
C -3.0866 2.1312 3.0943
S -1.3540 2.2726 3.2163
C -3.9187 1.9885 4.2151
F -3.3895 1.9504 5.4669
C -5.2961 1.8835 4.1383
F -6.0363 1.7505 5.2712
C 1.8858 -2.2081 -2.7444
C 0.6021 -1.4862 -2.3192
C -0.5130 -1.9199 -3.2745
C 0.7684 0.0211 -2.5642
P -0.0670 -1.7021 -0.5171
N -1.1179 -0.6481 -0.1592
C -0.7695 -3.4864 -0.4240
C -2.1391 -3.4237 -1.0977
C 0.0254 -4.6508 -1.0216
C -1.0531 -3.7979 1.0467
C 1.4719 -1.6454 0.6349
C 0.9498 -1.4261 2.0576
C 2.4576 -2.8176 0.6333
C 2.2689 -0.3801 0.2873
H 2.0562 -2.0385 -3.8158
H 1.8463 -3.2841 -2.5968
H 2.7668 -1.8347 -2.2291
H -0.2650 -1.5618 -4.2792
H -1.4662 -1.4858 -2.9792
H -0.6245 -2.9993 -3.3350
H 0.7611 0.2172 -3.6391
H 1.6863 0.4355 -2.1613
H -0.0692 0.5509 -2.1060
H -2.0750 -3.5124 -2.1790
H -2.6211 -2.4803 -0.8544
H -2.7525 -4.2544 -0.7346
H 0.1295 -4.5724 -2.1005
H -0.5058 -5.5921 -0.8243
H 1.0202 -4.7536 -0.5973
H -1.5740 -2.9716 1.5245
H -0.1550 -4.0142 1.6174
H -1.6935 -4.6860 1.0964
H 0.6601 -2.3586 2.5348
H 0.0917 -0.7559 2.0552
H 1.7417 -0.9793 2.6633
H 2.0198 -3.7376 1.0063
H 3.2976 -2.5815 1.2979
H 2.8735 -3.0168 -0.3510
H 1.6244 0.4947 0.2190
H 2.8117 -0.4735 -0.6482
H 2.9990 -0.2022 1.0833

Atomic forces in eV per Å
K 0.3 -0.1 0.5
O 0.1 0.1 0.2
C -0.2 -0.1 -0.1
O 0.2 0.1 0.0
C 0.3 0.0 0.0
C -0.2 0.2 0.0
N -0.2 -0.1 0.0
N 0.0 0.0 0.1
C 0.0 -0.2 0.1
C 0.4 -0.1 0.0
O -0.1 0.4 0.1
O -0.3 0.7 -0.5
H -0.1 -0.1 -0.3
H 0.2 0.0 0.0
H -0.1 0.2 0.0
F 0.4 0.0 0.0
C -0.2 0.0 0.0
C -0.2 0.0 0.1
F 0.1 0.0 0.3
C 0.0 0.0 -0.2
F -0.6 0.1 0.3
C 0.4 0.0 0.1
S -0.5 0.0 0.0
C 0.0 0.0 0.5
F -0.2 0.0 -0.6
C -0.1 0.0 0.1
F 0.2 0.0 -0.4
C 0.0 0.1 -0.1
C 0.2 -0.1 -0.1
C 0.0 0.0 -0.1
C -0.1 0.0 0.2
P -0.5 0.6 0.1
N 0.4 -1.1 -0.3
C 0.2 -0.1 -0.1
C -0.2 -0.2 -0.1
C -0.1 0.0 0.0
C 0.0 -0.1 0.0
C 0.2 -0.1 -0.1
C 0.0 0.0 0.0
C 0.0 0.1 0.0
C -0.1 0.0 0.1
H 0.0 0.0 0.0
H -0.1 -0.1 0.1
H 0.1 0.1 0.1
H 0.0 0.0 -0.1
H -0.1 0.1 0.0
H 0.1 -0.1 0.0
H 0.0 0.0 -0.1
H 0.1 0.0 0.1
H 0.0 -0.1 -0.2
H -0.1 0.0 0.0
H -0.1 0.1 0.1
H -0.1 0.0 0.0
H 0.0 0.1 -0.2
H 0.0 0.0 0.0
H 0.1 0.0 0.1
H -0.1 0.1 0.0
H 0.2 0.0 0.0
H 0.0 0.0 0.0
H -0.1 -0.1 0.0
H -0.1 0.1 0.0
H 0.1 0.0 0.1
H -0.2 -0.1 0.1
H 0.0 0.0 0.0
H 0.0 0.0 -0.1
H 0.0 0.0 0.0
H 0.1 -0.1 -0.2
H 0.1 0.0 0.0

DFT total energy = -3198.5601 hartree
M = 609.64 g/mol
Charge = -2
HOMO energy = -1.8 eV


Density functional theory data (the ωB97M-V functional and the def2-TZVPD basis) for 2 unconnected molecules or ions with the total composition C5H9N3O2.

Cartesian coordinates (Å):
O 0.1455 -1.9249 -1.3504
C -0.6666 -1.1920 -0.8149
C -1.6623 -1.5638 0.2414
C -2.3340 -0.6138 0.8895
N -2.1409 0.7273 0.5580
C -1.3600 1.1892 -0.5812
O -1.3998 2.2743 -1.0542
N -0.6184 0.1272 -1.1294
H -1.7169 -2.5915 0.6520
H -3.0596 -0.9183 1.7418
H -2.5564 1.5643 1.1264
H 0.0143 0.4339 -1.7338
C 2.2898 0.3033 -0.4414
N 2.8495 0.3974 0.9425
H 3.1227 -0.3708 -1.0022
H 1.3036 -0.0092 -0.4610
H 2.3372 1.3442 -0.7199
H 2.7988 1.2597 1.5887
H 2.6535 -0.4366 1.5480

Atomic forces in eV per Å
O -0.6 -0.4 0.3
C 0.2 -1.6 0.8
C 0.8 -1.0 -0.1
C -0.7 0.5 1.1
N -0.6 3.0 0.5
C -1.2 -3.4 1.3
O 0.2 1.3 0.2
N -4.4 1.1 3.2
H 0.1 0.7 -0.9
H 1.4 1.1 -1.5
H 0.8 -2.6 -1.6
H 3.2 1.1 -3.5
C 4.7 0.2 1.3
N -0.1 -0.3 2.6
H -2.6 1.6 0.7
H -1.0 -1.0 -0.1
H 0.0 0.2 -1.1
H -0.4 -1.7 -2.2
H 0.2 1.2 -1.0

SMILES = O=c1cc[nH]c(=O)[nH]1.CN
DFT total energy = -510.6416 hartree
M = 143.15 g/mol
HOMO energy = -8.7 eV


Density functional theory data (the ωB97M-V functional and the def2-TZVPD basis) for a gas-phase ion, C6H12 (charge +1).

Cartesian coordinates (Å):
C -1.6677 -0.3410 0.7912
C -0.4136 0.0804 1.5855
C 0.4853 1.0941 0.8450
C 0.6631 0.7347 -0.6392
C 0.7269 -1.1784 -2.1865
C 1.0363 -0.6154 -0.9537
H -2.5523 -0.2474 1.4053
H -1.6525 -1.3517 0.3897
H -1.8714 0.3913 0.0092
H -0.7759 0.5670 2.4806
H 0.2229 -0.7421 1.8859
H 1.4840 0.9748 1.2875
H 0.1857 2.1380 0.8974
H 1.5375 1.3401 -0.9735
H -0.1241 1.1527 -1.2777
H 0.3864 -0.6008 -3.0322
H 0.7706 -2.2524 -2.3448
H 1.5589 -1.1440 -0.1698

Atomic forces in eV per Å
C 0.1 0.5 0.1
C -0.6 0.7 -0.5
C 0.9 -1.0 -0.1
C -0.5 1.0 0.1
C 0.0 -0.9 -0.1
C -0.2 0.7 0.0
H -0.2 -0.3 0.3
H 0.1 0.0 -0.1
H 0.1 -0.2 -0.3
H 0.2 0.0 0.4
H -0.1 -0.4 0.1
H -0.2 0.5 0.1
H -0.2 -0.1 0.2
H 0.3 -0.1 -0.1
H 0.0 -0.3 -0.1
H 0.0 0.3 0.0
H 0.1 0.1 0.1
H 0.2 -0.5 -0.1

DFT total energy = -235.4324 hartree
Spin multiplicity = 2
M = 84.16 g/mol
Charge = +1
HOMO energy (spin up / spin down) = -15.4 / -15.5 eV


Density functional theory data (the ωB97M-V functional and the def2-TZVPD basis) for a molecular structure, C16H21AlF17O4.

Cartesian coordinates (Å):
C 5.3327 0.0897 -2.3385
C 5.4260 1.4659 -2.9939
O 4.8930 2.5271 -2.2079
C 3.5248 2.7479 -2.3839
O 3.1588 3.5456 -3.1928
C 2.6585 1.9594 -1.4409
C 1.1476 2.0495 -1.6951
C 0.5592 0.8003 -2.3844
Al -1.0336 1.0860 -3.5834
F -2.4292 1.2890 -2.5712
H 5.3387 0.1807 -1.2545
H 4.4449 -0.4577 -2.6507
H 6.1903 -0.5137 -2.6393
H 4.9751 1.4573 -3.9891
H 6.4767 1.7151 -3.1362
H 2.8946 2.3729 -0.4556
H 2.9973 0.9244 -1.4405
H 0.6903 2.1135 -0.7069
H 0.9049 2.9757 -2.2170
H 0.2380 0.1043 -1.5974
H 1.3527 0.2811 -2.9397
H -1.1649 -0.1878 -4.5857
H -0.9635 2.4652 -4.4443
C -1.2128 2.1404 4.3448
C -0.3972 2.4980 5.5944
C 0.4640 3.7653 5.5561
F 1.4226 3.6755 4.6177
F 1.0671 3.9123 6.7605
F 0.3571 1.4482 5.9773
F -1.3153 2.7268 6.5854
O -0.6792 1.1775 3.4660
C 0.1752 1.5180 2.4488
C 1.5472 0.8474 2.6081
F 2.1115 1.1860 3.7880
F 2.3596 1.2642 1.6151
F 0.2940 2.8521 2.3215
F -0.3506 1.0418 1.3073
H -2.1135 1.6723 4.7396
H -1.5331 3.0392 3.8157
H -0.1551 4.6455 5.3642
H 1.4362 -0.2374 2.5640
C -3.1643 -4.6011 0.2938
C -4.4995 -4.9918 -0.3551
C -4.4648 -5.6110 -1.7569
F -3.9641 -4.7554 -2.6603
F -5.7340 -5.9190 -2.1220
F -5.3531 -3.9522 -0.3349
F -5.0279 -5.9728 0.4479
O -2.7689 -3.2541 0.2326
C -2.0543 -2.7531 -0.8325
C -2.8148 -1.6481 -1.5768
F -3.9989 -2.1386 -2.0204
F -2.0863 -1.2446 -2.6183
F -1.6595 -3.7403 -1.6606
F -0.9357 -2.1930 -0.3211
H -3.3244 -4.7864 1.3556
H -2.3675 -5.2749 -0.0262
H -3.8710 -6.5294 -1.7538
H -3.0016 -0.7986 -0.9166

Atomic forces in eV per Å
C 0.0 -0.1 -0.2
C 0.4 -0.1 -0.1
O -0.2 -0.1 0.1
C 0.0 -0.1 -0.2
O 0.0 0.0 0.0
C -0.2 0.6 0.0
C 0.0 -0.5 0.3
C 0.0 0.3 0.1
Al 0.0 0.2 -0.3
F -0.1 0.0 0.2
H 0.0 0.0 0.1
H -0.1 0.0 0.1
H 0.1 0.0 0.0
H -0.1 0.1 0.0
H 0.0 0.1 0.1
H 0.2 -0.1 0.0
H 0.0 0.0 0.1
H -0.2 0.2 0.0
H 0.1 0.0 -0.1
H 0.1 -0.1 0.0
H -0.1 0.0 -0.1
H 0.0 0.1 -0.1
H 0.1 0.1 0.0
C -0.6 0.1 -0.2
C 0.2 -0.3 0.0
C -0.1 0.1 0.1
F 0.0 0.0 0.0
F 0.0 0.0 0.0
F 0.0 0.0 0.0
F 0.0 0.1 0.0
O 0.5 -0.1 0.4
C -0.2 0.1 -0.2
C 0.1 -0.1 0.0
F 0.0 0.0 0.0
F 0.0 0.0 0.1
F 0.1 0.0 0.0
F 0.0 0.0 0.0
H 0.0 0.0 0.0
H 0.2 0.1 0.0
H 0.0 0.0 0.0
H 0.0 0.0 0.0
C 0.4 -0.3 0.4
C -0.1 0.3 0.0
C 0.0 -0.1 0.0
F 0.0 0.0 0.0
F 0.0 0.0 0.0
F 0.0 0.0 0.0
F 0.1 -0.1 0.0
O -0.5 0.2 -0.2
C 0.2 -0.1 0.2
C -0.1 0.4 0.1
F 0.0 -0.1 0.0
F 0.0 -0.7 0.1
F 0.0 0.0 -0.1
F 0.0 0.0 0.0
H 0.0 0.0 0.0
H -0.1 0.0 -0.2
H 0.0 0.0 0.0
H 0.0 0.0 0.0

DFT total energy = -2863.4963 hartree
M = 627.29 g/mol
Charge = -1
HOMO energy = -4.7 eV


Which value of M does entry 6 give?
84.16 g/mol


The lowest DFT total energy belongs to which entry?
C23H30F5KN3O4PS


Which value of M does entry 3 give?
124.27 g/mol